1:
A single C8H12N4 molecule. Source: the Open Molecules 2025 dataset; level of theory: ωB97M-V/def2-TZVPD.

As for the HOMO energy: -9.2 eV. The net charge is 0. For the molar mass, the calculation gives 164.21 g/mol. As for the gap between HOMO and LUMO: 0.369 Eh. As for the multiplicity: 1.

Geometry (Å):
C: 0.95 1.23 -0.20
N: -1.78 0.56 -0.65
H: 1.66 -1.13 0.92
H: -1.10 1.00 -1.27
H: 0.11 -0.87 -1.72
H: 0.03 -2.11 -0.16
H: -1.35 -1.75 -1.24
C: -0.44 -1.36 -0.81
C: -1.67 -0.95 1.32
N: -2.24 -1.49 2.20
N: 1.50 1.94 -0.95
H: -0.54 1.02 2.71
C: 0.18 0.51 0.87
C: -2.39 1.63 0.22
H: 2.01 0.12 2.08
C: -1.00 -0.28 0.24
H: 0.67 -1.17 2.34
H: -1.79 3.08 1.90
N: -0.28 1.49 1.80
H: -2.94 2.34 -0.42
H: -0.73 3.01 0.56
C: 1.22 -0.43 1.62
H: -3.09 1.27 0.92
C: -1.29 2.34 1.10

Let us look at the Löwdin charges, expressed in e, one per atom: -0.159 0.018 0.066 0.097 0.133 0.077 0.071 0.003 -0.165 0.199 0.190 0.147 -0.493 -0.137 0.080 -0.496 0.120 0.159 0.000 0.117 0.060 -0.005 0.083 -0.163

=====

2:
A 2-piece molecular cluster, C8H12N4 overall. Source: the Open Molecules 2025 dataset; level of theory: ωB97M-V/def2-TZVPD.

As for the HOMO energy: -8.6 eV. The net charge is 0. For the molar mass, the calculation gives 164.21 g/mol. As for the gap between HOMO and LUMO: 0.341 Eh. As for the multiplicity: 1.

Geometry (Å):
N: -2.28 -2.04 1.85
C: -1.33 -1.78 2.75
H: -2.51 -1.30 -0.28
H: -5.21 4.12 -2.14
C: -4.69 3.37 -1.55
H: -4.61 4.27 1.56
N: -3.76 2.14 0.11
H: -4.63 5.38 0.15
H: -3.07 4.93 0.91
C: -4.07 4.56 0.63
H: -3.09 -2.60 2.13
N: -0.41 -0.96 2.25
H: -0.61 0.87 -0.30
C: -1.94 -1.38 0.65
C: 0.00 0.00 0.00
H: -1.33 -2.14 3.77
H: -4.65 1.53 -2.79
H: 0.93 0.36 0.46
H: 0.25 -0.58 -0.90
C: -4.16 3.40 -0.33
H: -3.57 0.39 -0.95
C: -3.89 1.43 -0.94
N: -4.48 2.07 -1.93
C: -0.76 -0.82 0.91

Let us look at the Löwdin charges, expressed in e, one per atom: 0.038 -0.217 0.103 0.124 -0.071 0.076 0.116 0.069 0.075 -0.048 0.153 0.100 0.077 -0.071 -0.060 0.120 0.160 0.085 0.083 -0.367 0.100 -0.265 0.035 -0.416

=====

Energies, relative to the best one, in eV: 1 1.562; 2 0.000.

=====

1:
A 12-piece molecular cluster, F6H22O11P overall. Source: the Open Molecules 2025 dataset; level of theory: ωB97M-V/def2-TZVPD.

As for the HOMO energy: -8.4 eV. The net charge is -1. For the molar mass, the calculation gives 343.13 g/mol. As for the gap between HOMO and LUMO: 0.402 Eh. As for the multiplicity: 1.

Geometry (Å):
H: -2.01 1.95 -2.41
H: -1.60 -3.58 2.07
O: -2.51 2.31 1.96
H: 1.53 -1.76 -3.01
H: 2.36 3.11 0.04
H: -0.73 -2.81 1.08
H: -4.00 -1.26 1.39
H: 1.72 -2.85 -0.55
H: -2.55 -1.24 0.91
O: 1.94 -3.77 -0.28
H: -1.53 2.47 1.95
F: 1.40 -0.68 -0.65
O: 1.77 3.77 0.43
O: -3.24 -1.83 1.31
H: 1.60 -0.53 -3.88
H: 1.18 3.42 3.15
H: 4.01 0.91 0.36
H: -3.03 3.05 -2.48
F: -0.81 -1.36 -0.53
F: 0.14 -0.03 1.13
F: -0.13 0.18 -2.13
O: 1.49 -1.00 3.56
H: 1.35 -0.31 2.89
H: 1.02 -1.77 3.20
H: -2.16 -2.77 -3.14
H: 2.92 1.06 -0.71
O: 3.76 1.47 -0.39
H: 1.27 -3.96 0.40
F: -1.47 0.77 -0.28
H: -2.55 1.48 2.47
O: -2.43 2.57 -3.04
F: 0.73 1.50 -0.50
H: 2.20 4.62 0.34
O: 0.89 2.54 2.95
H: 0.99 2.54 1.97
O: -2.52 -2.12 -3.75
O: 2.00 -1.41 -3.77
P: -0.02 0.08 -0.50
H: -2.33 -1.26 -3.37
O: -0.67 -3.50 1.78

Let us look at the Löwdin charges, expressed in e, one per atom: 0.016 0.039 -0.092 0.004 0.007 0.011 0.028 0.013 0.020 -0.074 0.027 -0.155 -0.062 -0.058 0.036 0.018 0.050 0.021 -0.174 -0.158 -0.160 -0.077 0.000 0.016 0.034 0.028 -0.069 0.008 -0.145 0.038 -0.067 -0.134 0.044 -0.064 0.006 -0.064 -0.070 0.213 0.020 -0.075

=====

2:
A 12-piece molecular cluster, F6H22O11P overall. Source: the Open Molecules 2025 dataset; level of theory: ωB97M-V/def2-TZVPD.

As for the HOMO energy: -8.9 eV. The net charge is -1. For the molar mass, the calculation gives 343.13 g/mol. As for the gap between HOMO and LUMO: 0.404 Eh. As for the multiplicity: 1.

Geometry (Å):
H: 2.67 6.50 0.09
O: -4.25 -2.86 -2.80
H: 0.70 0.44 -6.84
H: 0.51 -5.15 3.79
O: 1.87 6.12 0.45
O: -5.20 -2.26 4.49
H: 6.53 -1.98 -2.87
P: -0.39 -0.49 0.41
O: 0.85 -5.75 3.12
O: 5.60 -2.18 -2.97
H: 1.33 4.49 3.33
H: -5.81 -1.54 4.64
H: 2.89 -5.75 -2.90
O: -0.13 0.93 7.50
H: 1.50 3.88 -4.07
H: -0.02 1.30 8.38
F: -1.01 0.99 0.76
F: -0.87 -0.30 -1.16
F: 0.18 -2.04 0.12
O: 1.23 3.59 3.64
F: 0.92 0.26 -0.14
O: 2.24 -5.45 -3.54
O: 0.42 -0.45 -6.64
H: 0.78 3.14 2.93
H: 5.31 -2.42 -2.09
H: 1.37 2.71 -3.11
F: -1.83 -1.14 0.84
H: -3.29 3.32 -0.85
H: -4.65 -1.97 3.77
H: -3.28 4.83 -0.68
O: -3.81 4.11 -1.02
H: -3.56 -2.36 -2.37
H: -5.01 -2.28 -2.78
H: 0.66 -5.31 2.29
H: 0.35 -0.48 -5.69
O: 1.04 3.59 -3.28
H: 1.66 5.39 -0.13
F: 0.15 -0.62 1.93
H: 2.31 -4.49 -3.52
H: 0.05 1.67 6.91

Let us look at the Löwdin charges, expressed in e, one per atom: 0.026 -0.056 0.022 0.029 -0.053 -0.057 0.024 0.207 -0.060 -0.055 0.018 0.024 0.024 -0.052 0.022 0.022 -0.211 -0.220 -0.214 -0.056 -0.185 -0.054 -0.054 0.030 0.031 0.032 -0.196 0.031 0.033 0.025 -0.057 0.030 0.024 0.030 0.032 -0.052 0.030 -0.172 0.029 0.030

=====

Energies, relative to the best one, in eV: 1 0.000; 2 2.142.